Record 1
{
  "formula": "C2H9NS",
  "method": "ωB97M-V/def2-TZVPD",
  "lumo_energy_ev": 0.943,
  "e_homo_ev": -8.18,
  "orbital_gap_ev": 9.12,
  "smiles": "CSC.N",
  "species": ["C", "S", "C", "H", "H", "H", "H", "H", "H", "N", "H", "H", "H"],
  "xyz": [[-1.92446, 1.61743, -0.27082], [-2.56157, -0.11781, -0.19239], [-1.16044, -0.77578, 0.68882], [-1.79795, 1.94727, -1.26591], [-0.98664, 1.53721, 0.15119], [-2.50552, 2.12129, 0.38509], [-0.88094, -1.51059, -0.14310], [-0.42890, 0.01950, 0.98970], [-1.32779, -1.65838, 1.59148], [3.30116, -0.79223, -0.35021], [3.17186, -1.67403, -0.78161], [4.18656, -0.59579, 0.09833], [2.91464, -0.11809, -0.90059]],
  "atomic_forces_ev_per_a": [[-0.2, -2.8, -1.1], [-0.7, 1.2, 0.2], [0.6, -4.4, 0.7], [-0.4, 0.6, -0.9], [2.0, 0.1, 0.7], [-1.9, 2.3, 1.4], [1.2, 1.2, 1.4], [-0.5, -1.3, -0.3], [-0.1, 3.1, -2.1], [0.6, -1.4, 2.2], [0.4, -0.8, -0.1], [-0.3, -0.2, -0.6], [-0.7, 2.4, -1.5]],
  "mulliken_charge": [-0.81, -0.10, -0.68, 0.31, 0.23, 0.31, 0.20, 0.28, 0.25, -0.58, 0.20, 0.20, 0.19]
}



Record 2
{
  "formula": "C2H9NS",
  "method": "ωB97M-V/def2-TZVPD",
  "lumo_energy_ev": [-4.311, -8.815],
  "e_homo_ev": [-14.24, -14.23],
  "multiplicity": 2,
  "orbital_gap_ev": [9.93, 5.42],
  "total_charge": 1,
  "s2": 0.754,
  "species": ["N", "H", "H", "H", "H", "C", "C", "S", "H", "H", "H", "H", "H"],
  "xyz": [[-1.13312, 1.21314, -2.09599], [-1.26783, 0.45357, -2.74959], [2.20288, -4.20596, 1.50599], [-1.29786, 2.16385, -2.42020], [-0.18499, 1.21330, -1.78757], [-0.36866, -0.96999, 0.26931], [-0.60398, 0.06305, 1.26744], [1.01930, 0.21523, 0.37664], [1.50818, -4.20436, 1.79405], [-0.92819, -0.85767, -0.66135], [-0.10969, -1.99176, 0.49670], [-1.18420, 0.91805, 0.97942], [-0.39109, -0.14963, 2.31306]],
  "atomic_forces_ev_per_a": [[-0.3, 0.1, 1.0], [-0.1, 0.6, -0.4], [-0.3, 0.0, 0.1], [-0.3, -0.6, -0.5], [0.8, -0.1, -0.2], [-0.5, 0.1, -0.7], [1.1, -0.2, 0.2], [-0.3, -0.3, 0.0], [0.3, 0.0, -0.1], [0.2, 0.1, 0.1], [0.2, -0.1, 0.4], [-0.6, 0.2, 0.1], [-0.3, 0.2, 0.0]],
  "lowdin_spin": [0.01, 0.00, 0.00, 0.00, 0.01, 0.05, 0.05, 0.83, 0.00, 0.01, 0.01, 0.01, 0.01]
}



Record 3
{
  "formula": "C2H9NS2",
  "method": "ωB97M-V/def2-TZVPD",
  "lumo_energy_ev": 0.426,
  "e_homo_ev": -8.50,
  "orbital_gap_ev": 8.93,
  "smiles": "CCN.SS",
  "species": ["C", "C", "N", "H", "H", "H", "H", "H", "H", "H", "S", "S", "H", "H"],
  "xyz": [[-3.11407, -1.20591, -0.12711], [-3.18611, 0.28430, -0.34523], [-2.02997, 0.98460, 0.36528], [-3.33639, -1.46501, 0.90402], [-3.85963, -1.72512, -0.73466], [-2.16196, -1.57310, -0.42795], [-3.03709, 0.52277, -1.37899], [-4.11218, 0.75414, -0.02644], [-1.77768, 0.39551, 1.15216], [-2.48670, 1.76413, 0.83112], [2.07181, -0.15292, -1.05487], [2.23039, 0.06115, 0.99684], [0.75673, -0.06040, -1.29260], [1.20177, 0.89914, 1.18909]],
  "atomic_forces_ev_per_a": [[-1.4, 0.2, -0.1], [1.4, 0.7, 0.7], [-1.2, -0.4, 0.1], [0.2, -0.1, 0.2], [0.0, 0.1, 0.0], [0.9, -0.3, -0.1], [-0.2, 0.0, -0.7], [-0.3, -0.3, 0.0], [0.2, -0.2, 0.0], [0.4, 0.3, -0.1], [0.4, 0.2, -0.7], [-0.4, -0.2, 0.3], [-0.2, -0.2, 0.4], [0.1, 0.2, -0.1]],
  "mulliken_charge": [-1.09, -0.28, -0.57, 0.32, 0.34, 0.30, 0.22, 0.32, 0.23, 0.24, -0.15, -0.16, 0.14, 0.15]
}



Record 4
{
  "formula": "C2H9OS",
  "method": "ωB97M-V/def2-TZVPD",
  "lumo_energy_ev": -6.668,
  "e_homo_ev": -15.63,
  "orbital_gap_ev": 8.96,
  "total_charge": 1,
  "species": ["O", "H", "H", "H", "C", "C", "S", "H", "H", "H", "H", "H", "H"],
  "xyz": [[-1.53562, -1.66179, -0.38935], [-2.12213, -1.73834, 0.36050], [-0.46996, -3.55251, 3.25493], [-1.81963, -2.12981, -1.17210], [1.10701, 0.33758, 1.36978], [1.26874, 0.90143, 0.00513], [-0.10264, 0.95212, -0.94412], [1.45341, -0.68555, 1.51383], [1.67224, 0.98760, 2.05918], [0.09319, 0.48411, 1.71120], [-1.16437, -3.35773, 3.05707], [2.25961, 1.06243, -0.39759], [-0.64985, -0.32200, -0.64417]],
  "atomic_forces_ev_per_a": [[1.3, 0.7, -0.1], [-0.5, -0.3, 0.0], [-0.2, 0.1, -0.1], [-0.6, -0.4, 0.0], [0.3, 1.1, 0.3], [-1.4, -2.2, 0.5], [1.3, 0.4, -1.3], [0.2, 0.0, -0.2], [0.3, -0.3, -0.2], [-0.4, -0.5, -0.1], [0.2, -0.1, 0.1], [0.0, 1.1, 0.0], [-0.5, 0.4, 1.1]],
  "mulliken_charge": [-0.62, 0.34, 0.06, 0.33, -1.01, 0.23, -0.08, 0.34, 0.35, 0.38, -0.06, 0.37, 0.37]
}



Record 5
{
  "formula": "C2H9OS",
  "method": "ωB97M-V/def2-TZVPD",
  "lumo_energy_ev": -4.453,
  "e_homo_ev": -15.77,
  "orbital_gap_ev": 11.31,
  "total_charge": 1,
  "species": ["O", "H", "H", "H", "C", "S", "C", "H", "H", "H", "H", "H", "H"],
  "xyz": [[1.03427, 1.49777, -2.12690], [1.91642, 1.48838, -1.70444], [1.11044, 1.60534, -3.08809], [0.52706, -0.73362, -1.09004], [0.10007, 0.79934, 0.68090], [0.52715, -0.89990, 0.38340], [-0.96344, -1.56539, 0.96978], [-0.78710, 1.04975, 0.11504], [0.91024, 1.56781, 0.46701], [-0.28762, 0.91853, 1.81895], [-0.65930, -2.56640, 1.45032], [-1.66201, -1.42387, 1.84960], [-1.76617, -1.73774, 0.27447]],
  "atomic_forces_ev_per_a": [[0.2, -0.5, 0.6], [-0.5, 0.3, -1.0], [0.4, 0.0, 0.5], [-0.7, -0.6, 2.1], [-0.2, 2.6, 2.7], [0.6, 1.9, -1.1], [-2.0, -4.6, 1.9], [0.0, 0.0, -0.4], [-0.9, -1.3, 0.3], [1.4, -0.5, -2.5], [-0.2, 0.8, -1.6], [1.6, 2.2, -0.3], [0.3, -0.3, -1.1]],
  "mulliken_charge": [-0.62, 0.34, 0.31, 0.31, -0.81, 0.16, -0.88, 0.37, 0.31, 0.36, 0.35, 0.40, 0.40]
}



Record 6
{
  "formula": "C2H9P3",
  "method": "ωB97M-V/def2-TZVPD",
  "lumo_energy_ev": -0.713,
  "e_homo_ev": -7.07,
  "orbital_gap_ev": 6.35,
  "smiles": "C=[P@H](C)[PH2]=P",
  "species": ["C", "P", "C", "P", "P", "H", "H", "H", "H", "H", "H", "H", "H", "H"],
  "xyz": [[0.36861, -2.01853, 0.33561], [0.09075, -0.38379, 0.67682], [-1.70798, -0.09716, 0.97623], [0.62539, 1.44602, -0.54145], [0.49854, 0.40915, -2.22509], [1.41810, -2.15489, 0.31259], [-0.11163, -2.49948, -0.52611], [0.76961, -0.08958, 1.80710], [-1.86669, -0.90096, 1.59352], [-2.35645, -0.23431, 0.13000], [-1.74678, 0.97714, 1.20243], [0.74179, 2.89413, -0.77547], [2.00373, 1.32042, 0.04736], [1.27300, 1.33184, -3.01355]],
  "atomic_forces_ev_per_a": [[-0.5, 1.0, -0.4], [-2.6, -1.5, -0.9], [2.0, 1.8, -1.9], [3.2, 1.5, 0.8], [-0.2, -0.8, -2.5], [1.2, -0.6, 0.2], [-0.1, 0.4, 0.4], [0.5, 0.4, 1.0], [-1.2, -1.1, 2.5], [0.2, -0.2, -0.8], [-0.5, -0.6, 1.0], [-0.6, -0.7, 0.7], [-1.1, 0.5, -0.2], [-0.4, -0.1, 0.2]],
  "mulliken_charge": [-0.80, 0.19, -1.12, -0.13, -0.19, 0.27, 0.31, 0.15, 0.43, 0.33, 0.39, 0.11, 0.05, 0.00]
}



Record 7
{
  "formula": "C2HBeLiO2",
  "method": "ωB97M-V/def2-TZVPD",
  "lumo_energy_ev": [-13.332, -11.969],
  "e_homo_ev": [-18.56, -20.51],
  "orbital_gap_ev": [5.22, 8.54],
  "total_charge": 2,
  "species": ["O", "C", "Be", "Li", "H", "C", "O"],
  "xyz": [[2.02955, -0.20549, 0.08636], [1.91255, -1.45069, 0.28497], [1.68579, 0.63348, 1.11345], [0.39436, 0.12587, -0.81067], [2.39721, -1.96171, 1.10041], [0.41842, -1.91202, -0.07010], [-0.33107, -2.51203, -0.72355]],
  "atomic_forces_ev_per_a": [[2.1, 2.5, -2.3], [-3.7, -3.8, -0.2], [-0.1, 2.0, 2.9], [-1.1, 0.9, -1.7], [0.3, -0.6, 0.2], [0.4, -3.0, -1.1], [2.1, 2.1, 2.1]],
  "mulliken_charge": [-0.23, 0.30, 0.53, 0.87, 0.38, 0.21, -0.04]
}



Record 8
{
  "formula": "C2HBr2ClO",
  "method": "ωB97M-V/def2-TZVPD",
  "lumo_energy_ev": -0.497,
  "e_homo_ev": -9.11,
  "orbital_gap_ev": 8.62,
  "species": ["C", "C", "O", "Cl", "Br", "Br", "H"],
  "xyz": [[1.02817, -0.46449, 0.27191], [0.38720, 0.00807, -0.76159], [1.37314, -0.94108, 1.24588], [-1.86296, 0.10480, 1.63620], [1.03461, 1.48576, -1.76138], [-0.34913, -1.44265, -1.76428], [-1.61104, 1.24959, 1.13326]],
  "atomic_forces_ev_per_a": [[-0.5, 0.2, 0.0], [0.2, 0.2, -2.0], [0.9, -0.4, 1.3], [-0.2, -0.1, 0.2], [-0.2, -0.1, 0.4], [-0.2, 0.2, 0.1], [0.0, 0.1, -0.1]],
  "mulliken_charge": [0.63, -0.24, -0.29, -0.25, -0.05, -0.06, 0.26]
}



Record 9
{
  "formula": "C2HBr2N3",
  "method": "ωB97M-V/def2-TZVPD",
  "lumo_energy_ev": 0.326,
  "e_homo_ev": -9.71,
  "orbital_gap_ev": 10.03,
  "smiles": "Brc1nnc(Br)[nH]1",
  "species": ["Br", "C", "N", "N", "C", "Br", "N", "H"],
  "xyz": [[-2.27414, -0.94827, 1.59609], [-0.94512, -0.45947, 0.34215], [-1.20469, -0.27122, -0.94463], [-0.07466, 0.24182, -1.54591], [0.85527, 0.35124, -0.62883], [2.54678, 1.22937, -0.88703], [0.35330, -0.11299, 0.57096], [0.74327, -0.03048, 1.49721]],
  "atomic_forces_ev_per_a": [[1.0, 0.1, -0.5], [-0.1, 0.6, -2.1], [0.1, -0.2, 0.9], [0.5, -0.1, 0.6], [-0.8, 0.1, -0.1], [-1.2, -0.9, 0.4], [0.3, 0.3, 0.9], [0.3, 0.0, -0.2]],
  "mulliken_charge": [-0.11, 0.41, -0.35, -0.33, 0.41, -0.13, -0.11, 0.21]
}



Record 10
{
  "formula": "C2HBr2NO",
  "method": "ωB97M-V/def2-TZVPD",
  "lumo_energy_ev": 0.019,
  "e_homo_ev": -9.20,
  "orbital_gap_ev": 9.22,
  "smiles": "O=C1NC1(Br)Br",
  "species": ["O", "C", "N", "C", "Br", "Br", "H"],
  "xyz": [[-1.57620, 1.07825, 0.96159], [-0.57067, 0.64906, 0.53649], [0.68421, 0.72280, 0.20836], [0.07287, -0.53025, -0.44770], [-0.48417, -0.46352, -2.19478], [0.34845, -2.34679, 0.33438], [1.52550, 0.89044, 0.60167]],
  "atomic_forces_ev_per_a": [[-0.2, 0.6, 0.8], [-0.2, -2.7, -2.0], [-2.3, -2.2, -2.5], [-0.9, 1.9, 3.9], [0.2, -0.1, -1.2], [0.1, 1.6, -0.6], [3.4, 0.8, 1.5]],
  "mulliken_charge": [-0.44, 0.38, -0.20, 0.17, -0.04, -0.10, 0.23]
}



Energy above the lowest of the compared OMol25 structures with the same formula, charge and spin readings, ordered: 1.7386; 2.0799; 0.8051; 2.5586; 2.0295; 3.2693; 1.1922; 1.4956; 0.0000; 1.4861 eV
E readings, ordered: -14543.5549; -14534.8914; -25379.9089; -15092.9584; -15093.4876; -30081.2643; -6767.5951; -156743.3308; -146644.4158; -145710.0442 eV